(1)
# C2H2N2O2S

A cluster of 2 separate species, C2H2N2O2S in total (the ωB97M-V functional and the def2-TZVPD basis, OMol25).

Last column: Mulliken charge in e.
Cartesian coordinates (Å):
O -1.1292 -0.9795 -1.2376  0.05
N -0.8180 -0.1354 -0.2741  -0.58
C -1.0045 -2.1465 -1.5136  0.62
S 4.1416 -1.8498 -0.4488  -0.40
O -1.0364 -3.0801 -2.2066  -0.28
N 2.1688 -0.2445 0.4803  -0.28
C 2.9735 -0.9976 0.0840  0.28
H 1.2569 0.1453 0.2224  0.40
H -1.6924 0.0720 0.1903  0.17

The LUMO energy (spin up / spin down) comes out at -1.16 / -1.16 eV. Its orbital gap (spin up / spin down) is 7.83 / 7.82 eV. The spin multiplicity is 1. For the energy above the lowest of the compared OMol25 structures with the same formula, charge and spin, the calculation gives 122.8 kcal/mol.

---

(2)
# C32H61I2N2O13S6

A cluster of 7 separate species, C32H61I2N2O13S6 in total (the ωB97M-V functional and the def2-TZVPD basis, OMol25).

Last column: Mulliken charge in e.
Cartesian coordinates (Å):
C -4.5987 2.3604 3.5423  0.12
C -8.2537 -2.0194 -2.7589  -0.78
C 3.6437 4.3274 2.2897  -0.84
I 3.3470 6.3064 1.5593  0.26
H 5.4392 4.3028 5.2138  0.42
S -2.2782 0.6541 0.2539  1.17
H 4.6268 -4.4666 -2.7331  0.51
H 6.6303 -10.5120 -3.0614  0.35
H -4.4965 0.2283 -0.4084  0.19
H -2.7240 3.8152 -1.8270  0.33
C -3.5746 -1.6666 0.2079  -0.62
C -3.0923 -1.3972 1.6393  -0.10
H -10.1896 -1.1196 -3.1744  0.34
H 0.8103 4.6396 1.8971  0.31
O 7.6558 -4.9921 -1.8112  -0.68
H -0.4936 4.9405 -2.6015  0.42
C -6.8357 1.6669 4.8415  -0.75
O -5.3268 -0.1923 3.6691  -0.78
H 4.5189 2.5570 -0.0980  0.41
H -0.5139 2.5815 1.2293  0.98
O -6.5569 -2.5066 -0.7830  -0.77
H 6.3008 -0.6147 -1.8753  0.33
C 5.1545 -2.3292 -2.6051  -0.66
H -6.9474 0.8297 5.5248  0.36
H 5.6943 2.4834 1.2250  0.19
I 2.3724 5.1627 5.0333  0.19
C 3.8475 4.2012 3.8210  -0.41
C -3.5647 -0.3167 -0.5310  -0.72
O -1.1517 0.8528 -0.6374  -0.81
S 6.5512 -4.1719 -1.3798  1.23
H -6.7211 3.5394 5.9414  0.36
H -0.4012 4.0841 -1.0620  0.02
C -9.0584 0.0912 -1.7467  -0.68
C -1.8420 -0.5348 1.5140  -0.94
C -6.0509 2.8362 5.4515  -0.64
O 5.7449 -4.5603 -0.2494  -0.69
H 6.6028 -10.1749 -4.7917  0.30
C -2.8219 5.1029 -0.0787  0.07
H 4.5591 4.0094 1.8245  0.20
H 6.7889 -2.1909 -0.1136  0.25
C 6.4684 -1.6355 -2.2110  -0.70
H 0.5087 6.3124 -0.5393  0.24
C 5.1299 -9.0656 -3.6726  -0.70
S -6.9370 -1.4439 -1.6795  1.33
C -5.2590 3.4992 4.3141  -0.75
C -2.3895 4.8045 -1.5201  -0.78
H -2.8792 -2.3147 2.1844  0.54
H 4.4147 -2.2044 -1.8094  0.26
C 0.5298 2.6128 1.3815  -1.17
H 4.3108 -9.6541 -4.0782  0.40
H -4.5191 4.2023 4.6917  0.39
O -0.8615 5.5334 1.6599  -0.75
C -0.8621 4.9313 -1.5776  -0.25
C 1.4256 1.6127 1.2594  -0.33
C -0.5272 6.2349 -0.8548  -0.62
H -2.9035 -2.3667 -0.2956  0.29
C 6.4992 -9.7257 -3.8021  -0.60
H 7.5541 -8.2850 -2.5806  0.24
H 5.9856 4.3176 3.5621  0.37
H -9.8683 0.6039 -1.2320  0.37
O 4.6742 -6.4632 -3.8934  -0.58
H 4.9180 -8.7851 -2.6415  0.34
H 8.5303 -8.9191 -3.8975  0.37
O -2.1438 7.5157 0.8150  -0.75
H 5.4837 0.0582 0.3349  0.20
H -8.3530 -3.0943 -2.6375  0.37
H -3.8812 -0.8538 2.1659  -0.19
C 3.8966 1.3436 1.5348  -1.08
H -3.7746 1.9216 4.1050  0.32
O -6.6459 1.3552 2.2201  -0.65
H 6.0593 -3.9951 -3.6697  0.33
H 3.6007 0.3796 1.1537  0.68
H -8.2764 -0.7153 0.1183  0.37
H -7.2899 0.6174 -0.5376  0.30
H -3.7869 5.5987 -0.0208  0.52
H -8.7008 0.7442 -2.5452  0.32
H -5.3592 2.4615 6.2079  0.30
H -7.9602 -1.7865 -3.7802  0.35
C 7.1201 -2.4826 -1.1089  -0.62
H 7.3253 -6.4593 -4.0639  0.13
S 5.2830 -7.5542 -4.6179  1.05
O 5.6979 0.9078 -0.0521  -0.45
H 4.2359 1.1838 2.5461  0.20
H 7.4666 -7.4895 -5.5133  0.38
H -2.8274 4.2088 0.5389  -0.37
O -2.8687 1.8044 0.9127  -0.48
H -5.9372 4.0465 3.6570  0.34
H 5.2442 5.7599 4.3083  0.41
H -4.2694 2.6264 2.5409  -0.25
H -0.9900 -1.1092 1.1477  0.42
N 2.6704 2.1383 1.5591  0.22
S -5.8814 1.1191 3.4194  1.29
C 5.4864 -3.8088 -2.7638  -0.65
H -1.5758 -0.0022 2.4271  0.49
H -0.8036 7.1054 -1.4474  0.39
C -9.5138 -1.2535 -2.3323  -0.62
H -2.8390 5.5305 -2.1996  0.35
C 5.2182 4.6854 4.2292  -1.33
C 7.5270 -8.5975 -3.6256  -0.63
H 7.1286 -1.5887 -3.0781  0.35
H -10.0489 -1.8205 -1.5692  0.29
H 3.7566 3.1473 4.0302  0.57
C 4.9876 1.9137 0.6338  -0.15
S -1.5839 6.2122 0.5927  1.11
C 7.0734 -7.4231 -4.5011  -0.40
C -7.9153 -0.2361 -0.7904  -0.55
H 8.2056 -2.4674 -1.1498  0.39
H -7.8114 1.9769 4.4742  0.36
N 1.2288 3.7273 1.7512  0.56
H -3.3367 -0.4184 -1.5869  0.46
H 1.2731 0.6040 0.9571  0.59
C 2.5327 3.4344 1.8656  0.07
O 4.9153 -7.8151 -5.9848  -0.67
H -4.5637 -2.1017 0.2027  0.30
H 4.7353 -1.9148 -3.5199  0.39
O -5.9510 -0.7491 -2.4726  -0.68

Its net charge is +1. The LUMO energy comes out at -2.76 eV. Its orbital gap is 8.75 eV. The spin multiplicity is 1.

---

(3)
# C3H5N3

A cluster of 2 separate species, C3H5N3 in total (the ωB97M-V functional and the def2-TZVPD basis, OMol25).

Last column: Mulliken charge in e.
Cartesian coordinates (Å):
H -1.6481 -0.0025 0.9359  0.30
N -0.0521 -1.1021 -1.5551  -0.38
H -2.7935 -0.0163 -0.4274  0.26
C -2.0215 -0.5899 0.0920  -0.78
H -2.4580 -1.5200 0.4631  0.29
N 2.8785 -0.0007 0.7200  -0.79
C 0.8947 1.2729 0.1568  -0.40
H 0.5178 1.5375 -0.8215  0.36
H 3.6818 0.6090 0.8959  0.25
C -0.9248 -0.8880 -0.8269  0.34
N 1.9250 0.7001 0.3674  0.57

The LUMO energy comes out at 0.84 eV. Its orbital gap is 9.96 eV. The spin multiplicity is 1. For the energy above the lowest of the compared OMol25 structures with the same formula, charge and spin, the calculation gives 83.0 kcal/mol.

---

(4)
# C25H25N2

A cluster of 2 separate species, C25H25N2 in total (the ωB97M-V functional and the def2-TZVPD basis, OMol25).

Last column: Mulliken charge in e.
Cartesian coordinates (Å):
C 1.1211 -0.5922 -0.3343  0.05
H -4.8892 -3.9427 -0.6226  0.35
C 4.8386 -0.0136 -0.3734  -0.66
C -4.8479 -3.1338 -1.3631  -1.40
H 1.0830 -1.6437 -0.0140  -0.04
C -3.3912 -1.1691 -1.9532  -0.75
C -3.6237 -2.2962 -1.1510  1.14
H 2.4235 1.0830 -0.6086  0.47
H -4.8611 -3.5878 -2.3605  0.33
H -4.2418 5.2688 1.2441  0.31
C 3.6659 -2.1410 -0.3278  -0.56
C -1.7682 2.2449 1.1795  1.19
C 6.0537 -0.6822 -0.3414  -0.66
H -4.1088 -0.9196 -2.7415  0.41
H -2.8363 -3.5499 0.4239  0.30
H -3.5097 0.9942 0.9101  0.32
C 2.3626 -0.0048 -0.4752  -0.28
C -1.5198 -1.8991 -0.0132  -0.19
C -3.5281 4.4431 1.2114  -0.72
C -3.1399 2.0118 1.0282  -0.69
C -1.3031 3.5739 1.3455  -0.57
H -0.6914 0.3096 1.5429  0.72
H 4.8208 1.0754 -0.4202  0.33
C -0.1077 0.0855 -0.5441  -1.07
H -5.9924 3.7127 0.8177  0.18
C 7.4108 -2.8046 -0.2850  -1.37
H 0.6267 4.3179 1.8281  0.22
N 0.0524 3.5103 1.6024  0.05
N -5.3488 2.9388 0.8193  -0.44
H -0.8002 -2.1753 0.7625  0.38
C -2.1615 4.6797 1.4066  -0.86
C -4.0255 3.1120 1.0164  1.08
H 8.0097 -2.5509 -1.1676  0.34
H 4.9123 -3.8996 -0.2558  0.28
C 4.8857 -2.8062 -0.2920  -0.86
C -2.6762 -2.6549 -0.1843  -1.04
C -1.2981 -0.7347 -0.7870  0.81
H -1.7616 5.6675 1.6196  0.39
C -0.6021 1.3749 1.2937  -0.68
H -2.0903 0.5123 -2.3688  0.39
C 6.0955 -2.0891 -0.3166  1.06
H -0.0974 1.0949 -0.9575  0.63
C -2.2582 -0.3850 -1.7632  -0.38
H 1.5354 1.9474 1.7085  0.56
H 7.0011 -0.1338 -0.3453  0.39
C 0.4895 2.2035 1.5760  -0.88
H 2.7366 -2.7094 -0.3547  0.36
C 3.6011 -0.7178 -0.3811  0.82
H -5.7555 2.0172 0.7066  0.18
H 8.0020 -2.5249 0.5966  0.33
H 7.2594 -3.8917 -0.2676  0.35
H -5.7520 -2.5258 -1.2691  0.34

Its net charge is +1. The LUMO energy comes out at -4.74 eV. Its orbital gap is 5.18 eV. The spin multiplicity is 1. For the energy above the lowest of the compared OMol25 structures with the same formula, charge and spin, the calculation gives 28.1 kcal/mol.

---

(5)
# C6H8N2O

A cluster of 2 separate species, C6H8N2O in total (the ωB97M-V functional and the def2-TZVPD basis, OMol25).

Last column: Mulliken charge in e.
Cartesian coordinates (Å):
H 2.8738 -2.3318 1.9832  0.40
C -2.9486 1.0974 -1.7700  -0.37
N 1.1560 -1.6396 0.9589  0.11
H -2.7907 2.5280 -3.4999  0.27
C 0.7797 -0.5510 0.2553  -0.77
H 0.4931 -2.4744 1.1317  0.28
C -1.6321 1.7187 -1.7005  0.36
H -3.2926 3.2627 -1.9393  0.15
C 3.0163 -0.5238 0.8078  -0.28
C 2.4081 -1.6287 1.3419  -0.44
H 2.0806 0.9808 -0.4801  0.24
H -3.5829 1.2070 -0.9604  0.23
H -3.2660 0.2385 -2.3754  0.22
C -2.6932 2.3978 -2.4538  -0.54
N 2.0324 0.1036 0.0709  0.02
H 4.0173 -0.1447 0.8505  0.42
O -0.5267 1.7982 -1.2820  -0.31

The LUMO energy (spin up / spin down) comes out at 1.01 / -1.69 eV. Its orbital gap (spin up / spin down) is 6.60 / 6.55 eV. The spin multiplicity is 3. For the energy above the lowest of the compared OMol25 structures with the same formula, charge and spin, the calculation gives 59.3 kcal/mol.